Computed, not measured: 3 unconnected molecules or ions with the total composition C4H15NO3 in a non-equilibrium geometry, with the ωB97M-V functional and the def2-TZVPD basis.

Computed properties:
Structure (SMILES): NCCCCO.O.O
E, a.u.: -441.86014
Gap between HOMO and LUMO, eV: 10.11

```
23
Properties=species:S:1:pos:R:3:forces:R:3:mulliken_charge:R:1
C -1.474381 1.104998 -0.421661 -0.50 -0.51 -0.62 -0.500
O -2.563076 0.899315 -1.339181 0.17 0.26 0.31 -0.544
C -0.130553 1.248429 -1.121012 0.02 -0.57 0.93 -0.241
C 0.337595 -0.013570 -1.835028 0.35 -0.37 -1.25 -0.659
C 0.615066 -1.225578 -0.950192 -0.75 0.87 1.47 -0.469
N 1.721403 -1.040646 0.010203 -0.15 -0.25 -0.22 -0.573
H -1.628669 1.943381 0.263405 -0.24 0.08 -0.15 0.315
H -1.543018 0.192512 0.165872 0.47 0.08 0.32 0.220
H -2.704054 1.719936 -1.806825 -0.12 0.28 -0.28 0.324
H -0.109197 2.094843 -1.808470 -0.15 0.08 0.04 0.366
H 0.541156 1.467253 -0.284241 0.31 0.16 -0.28 0.110
H -0.372664 -0.319887 -2.611078 -0.29 0.12 0.21 0.312
H 1.223092 0.233478 -2.435380 0.19 -0.02 0.23 0.326
H 0.759393 -2.172973 -1.463338 0.09 0.18 -0.38 0.399
H -0.291830 -1.335456 -0.346246 0.04 -0.40 -0.03 0.153
H 1.585851 -0.258746 0.649064 -0.29 0.03 -0.44 0.234
H 2.493469 -0.765281 -0.568847 0.82 -0.02 0.07 0.289
H -0.355825 -2.707143 2.205348 -0.34 0.13 0.35 0.291
H 0.782127 -1.823623 1.949202 0.17 0.21 -0.08 0.338
O -0.003001 -1.863416 2.518139 0.35 -0.38 -0.47 -0.667
H 1.553194 1.747327 2.624295 0.15 -0.12 0.41 0.263
H 1.100143 0.233116 2.628249 -0.06 0.18 0.55 0.299
O 1.143115 1.046742 2.120489 -0.24 0.01 -0.69 -0.586
```
Positions in Å, forces in eV/Å.

***

Computed, not measured: 4 unconnected molecules or ions with the total composition C4H15NO3 in a non-equilibrium geometry, with the ωB97M-V functional and the def2-TZVPD basis.

Computed properties:
Structure (SMILES): C=CNCC.O.O.O
E, a.u.: -441.78342
Gap between HOMO and LUMO, eV: 8.75

```
23
Properties=species:S:1:pos:R:3:forces:R:3:mulliken_charge:R:1
C 2.043646 2.345445 0.708972 1.19 -2.64 4.14 -0.935
C 1.810695 1.070639 0.275121 -0.09 -0.10 -1.11 0.238
N 1.499124 0.729505 -1.064630 0.63 1.43 2.34 -0.120
C 1.102753 -0.581930 -1.422680 -3.23 -0.16 0.03 -0.351
C 2.209797 -1.569319 -1.468093 -0.71 -2.71 -0.06 -1.020
H 2.438941 2.489185 1.821941 -1.12 -0.72 -2.34 0.173
H 2.087417 3.288160 0.263325 -0.27 0.84 -1.61 0.356
H 1.823999 0.084257 0.864178 0.11 2.11 -0.17 0.191
H 1.728445 1.412903 -1.754132 -0.12 0.08 -0.39 0.171
H 0.221361 -0.948945 -0.629195 2.10 0.67 -2.09 0.043
H 0.641254 -0.435841 -2.431966 -0.03 -0.59 0.81 0.405
H 2.901201 -1.370874 -2.327508 0.05 0.09 1.47 0.293
H 2.505697 -1.688762 -0.397087 1.08 0.20 -1.17 0.301
H 1.783125 -2.610759 -1.704439 0.40 1.39 0.22 0.313
H -1.432934 2.240765 -0.217349 0.91 1.99 1.68 0.309
H -0.900415 0.785524 -0.518341 -0.37 1.27 -0.04 0.269
O -1.556646 1.488721 -0.725124 -0.60 -3.26 -1.51 -0.647
H -2.363227 -1.779517 1.966534 -0.54 0.48 0.13 0.402
H -2.624963 -3.266777 1.470206 2.08 2.41 0.17 0.293
O -1.932348 -2.493729 1.500456 -1.23 -3.29 -0.46 -0.654
H -2.834653 0.277480 1.099525 -2.41 -1.82 1.06 0.391
H -4.222647 -0.657673 1.395161 -0.82 0.08 -1.32 0.309
O -3.416982 -0.309326 1.723623 2.99 2.27 0.24 -0.729
```
Positions in Å, forces in eV/Å.

***

Computed, not measured: 4 unconnected molecules or ions with the total composition C4H15NO3 in a non-equilibrium geometry, with the ωB97M-V functional and the def2-TZVPD basis.

Computed properties:
Structure (SMILES): C1CCNC1.O.O.O
E, a.u.: -441.79180
Gap between HOMO and LUMO, eV: 9.40

```
23
Properties=species:S:1:pos:R:3:forces:R:3:mulliken_charge:R:1
C 0.867809 -0.353911 0.047782 2.44 1.90 -3.64 -0.599
N -0.343581 -0.325498 0.708642 -4.11 1.48 -0.80 -0.341
C -1.498201 -0.358922 -0.330891 0.02 0.67 0.06 -0.347
C -0.778272 -0.175699 -1.698206 -0.54 -1.37 -1.38 -0.535
C 0.554479 -0.975841 -1.435705 1.19 3.19 1.80 -0.640
H 1.583912 -0.863063 0.674441 0.52 -0.24 -0.21 0.374
H 1.304024 0.736825 -0.227478 -0.91 -2.11 1.04 0.191
H -0.500080 -1.119382 1.256349 0.15 -1.23 1.08 0.291
H -2.249898 0.445100 -0.268734 0.72 0.07 0.50 0.142
H -2.175747 -1.229629 -0.161952 1.06 0.00 -0.47 0.246
H -1.283584 -0.691517 -2.586210 0.20 0.72 1.36 0.291
H -0.806047 0.954950 -1.970529 0.98 -1.98 0.55 0.277
H 1.425840 -0.923748 -2.119899 -0.74 0.43 0.19 0.323
H 0.412860 -1.987015 -1.206049 -0.94 -1.69 -0.23 0.297
H -0.112872 0.313456 7.015430 -1.26 -2.36 -0.10 0.336
H -1.012958 -1.084725 7.023737 -3.72 -0.85 1.32 0.301
O -0.247852 -0.664250 6.817721 4.98 3.21 -1.22 -0.637
H -2.882180 1.312528 1.555195 -0.50 0.21 0.11 0.358
H -2.929618 2.257923 0.392499 -1.42 -0.38 1.35 0.349
O -3.524932 1.909591 1.129106 1.90 0.33 -1.31 -0.677
H 4.519671 0.227159 -4.663115 -0.08 -0.30 -0.10 0.316
H 4.928203 1.671678 -4.668799 -0.12 -0.59 -0.83 0.324
O 4.749025 0.923990 -5.283334 0.20 0.89 0.93 -0.640
```
Positions in Å, forces in eV/Å.

***

| no. | HOMO level (eV) |
| --- | --- |
| 1 | -9.45 |
| 2 | -8.05 |
| 3 | -8.82 |